Entry from OMol25: a 6-piece molecular cluster, C39H46Cl2N5 overall (ωB97M-V/def2-TZVPD).

Values from the calculation:
Charge: +1
Spin multiplicity: 1
LUMO, eV: -3.0
HOMO-LUMO gap, eV: 7.61
HOMO energy, eV: -10.61

Each line ends with the Löwdin charge.
Cartesian coordinates (Å):
C  -1.84567  2.07073  4.27526  -0.055
C  -0.38974  1.61378  3.94022  -0.160
N  -0.31952  0.13345  3.99806  -0.023
C  -1.24764  -0.53669  4.86663  -0.730
Cl  -2.62846  -1.37114  4.19038  0.723
C  -1.03748  -0.49466  6.16627  -0.682
C  0.11307  0.21733  6.84552  -0.080
Cl  -2.15042  -1.31829  7.24389  0.700
C  0.50886  -0.66854  3.33443  -0.278
N  0.51930  -2.01244  3.38316  0.182
C  1.44918  -2.47607  2.56986  -0.045
N  2.02786  -1.41820  2.03009  0.115
N  1.49382  -0.28022  2.48800  -0.007
C  2.03819  0.98680  2.01898  -0.086
C  1.43548  1.45921  0.63061  -0.219
N  0.09131  0.95043  0.33363  0.016
H  -1.89307  3.12279  3.94258  0.092
H  -2.04978  2.08156  5.34953  0.084
H  -2.59415  1.53623  3.67852  0.078
H  -0.17189  2.03881  2.95683  0.101
H  0.23728  2.02291  4.74510  0.117
H  0.14942  -0.11392  7.89212  0.076
H  1.09105  -0.04174  6.41260  0.091
H  0.00187  1.31097  6.86307  0.085
H  1.72260  -3.50327  2.36157  0.157
H  2.77557  -1.34712  1.34876  0.191
H  1.99799  1.75875  2.79173  0.119
H  3.11311  0.81815  1.83317  0.130
H  2.12210  1.09922  -0.14899  0.109
H  1.39140  2.55583  0.58742  0.122
H  0.15784  -0.04797  0.13063  0.073
H  -0.51087  0.97740  1.15599  0.060
C  1.25679  1.37743  -3.96104  -0.083
C  1.08295  0.76143  -5.19321  -0.084
C  0.16200  -0.26879  -5.33153  -0.085
C  -0.59230  -0.67738  -4.23961  -0.092
C  -0.42092  -0.05925  -3.00801  -0.104
C  0.50627  0.96479  -2.86710  -0.105
H  1.97746  2.17921  -3.85306  0.088
H  1.66619  1.08423  -6.04644  0.089
H  0.03112  -0.75296  -6.29106  0.105
H  -1.31408  -1.47721  -4.34928  0.103
H  -1.01182  -0.37638  -2.15615  0.090
H  0.64169  1.44163  -1.90836  0.059
C  -7.67897  -1.60953  1.00706  -0.091
C  -6.33906  -1.68544  1.36254  -0.094
C  -5.98241  -1.84277  2.69485  -0.114
C  -6.96536  -1.93366  3.67168  -0.114
C  -8.30510  -1.86146  3.31551  -0.086
C  -8.66196  -1.69524  1.98386  -0.087
H  -7.95756  -1.48376  -0.03170  0.103
H  -5.57221  -1.62143  0.59994  0.099
H  -4.93701  -1.89593  2.97276  0.035
H  -6.68684  -2.06114  4.71099  0.103
H  -9.07200  -1.93414  4.07660  0.104
H  -9.70680  -1.63376  1.70699  0.104
C  -5.65256  -5.24848  4.53078  -0.087
C  -6.42547  -6.25180  5.09975  -0.087
C  -5.82032  -7.39915  5.59505  -0.092
C  -4.44035  -7.53952  5.52995  -0.096
C  -3.66674  -6.53496  4.96448  -0.101
C  -4.27290  -5.39141  4.46126  -0.098
H  -6.12502  -4.35531  4.14128  0.072
H  -7.50123  -6.13964  5.15636  0.103
H  -6.42412  -8.18421  6.03276  0.103
H  -3.96814  -8.43242  5.92043  0.101
H  -2.58993  -6.64405  4.91540  0.097
H  -3.66874  -4.60974  4.01502  0.083
C  4.27938  4.93963  -4.73941  -0.107
C  3.85427  6.20038  -5.13604  -0.091
C  2.98985  6.33466  -6.21432  -0.088
C  2.54284  5.20730  -6.89040  -0.084
C  2.96502  3.94649  -6.49160  -0.090
C  3.83657  3.81201  -5.41907  -0.130
H  4.95694  4.83525  -3.90010  0.102
H  4.19780  7.07949  -4.60496  0.102
H  2.66370  7.31838  -6.52764  0.104
H  1.86514  5.31185  -7.72833  0.105
H  2.61480  3.06753  -7.01875  0.093
H  4.17042  2.82790  -5.11144  0.088
C  8.51507  3.06095  -6.31677  -0.091
C  9.34613  2.06491  -6.81173  -0.094
C  8.82393  0.81814  -7.12921  -0.096
C  7.46830  0.57029  -6.96040  -0.097
C  6.63663  1.56771  -6.46867  -0.098
C  7.15992  2.81201  -6.14262  -0.090
H  8.92341  4.03234  -6.06655  0.102
H  10.40233  2.26033  -6.94988  0.102
H  9.47345  0.03960  -7.50947  0.101
H  7.06004  -0.40068  -7.21284  0.100
H  5.57830  1.37407  -6.33932  0.086
H  6.51259  3.58754  -5.75485  0.076